Entry 1:
Here is a gas-phase ion, CHN4 (charge -1) in a non-equilibrium geometry from OMol25. Energies are from the ωB97M-V functional and the def2-TZVPD basis.

The geometry in ORCA input format:
```
! wB97M-V def2-TZVPD RIJCOSX def2/J DEFGRID3
* xyz -1 1
C 0.391 -0.760 0.293
N 1.455 -0.412 0.721
N -0.311 -2.429 -2.927
N 0.375 -0.809 -1.424
N 0.070 -1.693 -2.157
H -0.505 -1.076 0.588
*
```

Values from the calculation:
**Energy above the lowest of the compared OMol25 structures with the same formula, charge and spin**: 357.2 kJ/mol
**E_LUMO**: 5.00 eV
**HOMO-LUMO gap**: 7.8201 eV
**DFT total energy**: -257.64979 Eh
**HOMO energy**: -2.8 eV



Entry 2:
Here is 2 unconnected molecules or ions with the total composition C5H14NO in a non-equilibrium geometry from OMol25. Energies are from the ωB97M-V functional and the def2-TZVPD basis.

The geometry in ORCA input format:
```
! wB97M-V def2-TZVPD RIJCOSX def2/J DEFGRID3
* xyz -1 1
C -0.726 0.966 2.708
N -1.491 -0.287 2.422
C -1.400 -0.754 1.031
H 0.283 0.745 2.327
H -1.176 1.876 2.259
H -0.772 1.055 3.797
H -2.458 -0.116 2.613
H -1.677 -0.003 0.307
H -2.039 -1.670 0.846
H -0.371 -1.054 0.861
C 1.614 -0.854 -2.679
O 2.466 0.104 -3.066
C 0.455 -0.219 -1.769
C 0.978 0.814 -0.805
H 2.090 -1.625 -1.995
H 1.072 -1.427 -3.463
H -0.087 -1.053 -1.199
H -0.249 0.212 -2.462
H 0.217 1.454 -0.324
H 1.661 1.428 -1.410
H 1.608 0.408 0.000
*
```

Values from the calculation:
**Energy above the lowest of the compared OMol25 structures with the same formula, charge and spin**: 130.9 kJ/mol
**E_LUMO**: 3.36 eV
**HOMO-LUMO gap**: 5.5420 eV
**DFT total energy**: -328.84390 Eh
**HOMO energy**: -2.2 eV



Entry 3:
Here is a molecular structure, C18H15Co2O7S in a non-equilibrium geometry from OMol25. Energies are from the ωB97M-V functional and the def2-TZVPD basis.

The geometry in ORCA input format:
```
! wB97M-V def2-TZVPD RIJCOSX def2/J DEFGRID3
* xyz -1 1
O 0.111 1.797 -4.278
C 0.839 2.041 -3.408
Co 1.837 2.181 -1.961
C 3.358 2.832 -2.594
O 4.418 3.150 -2.926
C 1.035 3.501 -1.106
O 0.425 4.208 -0.418
C 2.367 0.654 -0.548
C 1.060 0.573 -0.993
C -0.225 0.825 -0.612
C -1.409 0.317 -1.232
C -2.637 0.956 -0.960
C -3.810 0.549 -1.576
C -3.789 -0.547 -2.460
C -2.582 -1.208 -2.729
C -1.407 -0.783 -2.112
Co 2.685 -0.849 -1.577
C 2.611 -2.017 -0.308
O 2.436 -2.698 0.619
C 4.304 -0.484 -2.077
O 5.374 -0.204 -2.400
C 1.952 -1.498 -3.042
O 1.397 -1.876 -3.992
H 2.708 0.884 0.486
H -0.338 1.543 0.198
H -2.603 1.784 -0.247
H -4.748 1.073 -1.358
H -4.719 -0.887 -2.917
H -2.551 -2.058 -3.420
H -0.463 -1.289 -2.294
C -1.057 -1.186 5.515
S -0.982 -1.247 3.694
C -0.344 0.406 3.300
C 0.128 -2.307 3.173
O -2.350 -1.359 3.199
H -0.058 -0.961 5.917
H -1.796 -0.421 5.805
H -1.392 -2.185 5.834
H 0.658 0.517 3.742
H -0.303 0.448 2.200
H -1.064 1.138 3.702
H 1.157 -2.068 3.360
H -0.232 -3.248 2.802
*
```

Values from the calculation:
**Energy above the lowest of the compared OMol25 structures with the same formula, charge and spin**: 29.3 kJ/mol
**E_LUMO**: 1.86 eV
**HOMO-LUMO gap**: 5.3268 eV
**DFT total energy**: -4385.14088 Eh
**HOMO energy**: -3.5 eV